Entry from the OMol25 dataset: a 6-piece molecular cluster, C24H38Cl6F16O2 overall in a non-equilibrium geometry (ωB97M-V/def2-TZVPD).

Cartesian coordinates (Å):
F (-5.091, -3.334, -8.634)
C (-5.592, -3.437, -9.808)
F (-6.834, -3.965, -9.847)
C (-5.434, -2.183, -10.723)
F (-6.243, -2.341, -11.786)
F (-4.218, -2.078, -11.207)
C (-5.785, -0.925, -9.897)
O (-4.767, -0.426, -9.091)
C (-4.969, 0.821, -8.509)
F (-4.532, 1.709, -9.416)
F (-6.230, 1.058, -8.133)
C (-4.028, 0.899, -7.267)
F (-2.778, 0.623, -7.628)
F (-4.006, 2.149, -6.696)
H (-5.042, -4.257, -10.269)
H (-6.710, -1.131, -9.358)
H (-6.000, -0.101, -10.577)
H (-4.294, 0.163, -6.508)
F (9.902, -3.159, 9.943)
C (9.924, -2.576, 8.699)
F (10.742, -1.530, 8.627)
C (10.114, -3.655, 7.568)
F (9.240, -4.662, 7.820)
F (11.310, -4.205, 7.627)
C (9.972, -2.982, 6.228)
O (8.812, -2.132, 6.114)
C (8.849, -1.294, 4.874)
F (10.001, -0.501, 4.839)
F (8.866, -2.082, 3.816)
C (7.549, -0.455, 4.819)
F (7.484, 0.293, 5.876)
F (7.351, 0.201, 3.674)
H (8.968, -2.053, 8.665)
H (9.967, -3.813, 5.524)
H (10.856, -2.432, 5.907)
H (6.663, -1.080, 4.926)
Cl (-3.745, 5.308, -1.067)
C (-3.883, 6.651, 0.184)
Cl (-3.796, 6.022, 1.917)
Cl (-5.484, 7.367, -0.022)
H (-3.055, 7.355, 0.099)
Cl (3.562, 11.300, 0.503)
C (3.921, 10.137, -0.805)
Cl (3.933, 11.097, -2.257)
Cl (2.823, 8.689, -1.055)
H (4.983, 9.922, -0.693)
C (0.270, 1.909, -0.944)
C (0.741, 3.083, -0.046)
C (1.750, 2.690, 1.006)
C (2.422, 3.858, 1.653)
C (1.485, 4.848, 2.351)
C (2.187, 5.869, 3.159)
H (1.111, 1.501, -1.505)
H (-0.480, 2.140, -1.700)
H (-0.048, 1.055, -0.347)
H (1.149, 3.873, -0.676)
H (-0.061, 3.572, 0.507)
H (2.414, 2.085, 0.389)
H (1.355, 2.031, 1.779)
H (3.208, 3.451, 2.289)
H (3.015, 4.392, 0.911)
H (0.832, 5.147, 1.531)
H (0.805, 4.281, 2.987)
H (2.852, 6.532, 2.605)
H (1.443, 6.501, 3.645)
H (2.640, 5.384, 4.023)
C (-7.726, -6.121, 0.851)
C (-6.273, -6.734, 0.857)
C (-5.293, -6.115, 1.884)
C (-4.934, -4.631, 1.617)
C (-3.625, -4.228, 2.330)
C (-2.825, -3.305, 1.458)
H (-8.209, -6.201, 1.825)
H (-8.381, -6.548, 0.092)
H (-7.689, -5.077, 0.540)
H (-6.378, -7.802, 1.047)
H (-5.753, -6.738, -0.101)
H (-4.393, -6.717, 2.011)
H (-5.653, -6.133, 2.913)
H (-4.861, -4.419, 0.551)
H (-5.785, -3.995, 1.861)
H (-3.704, -3.911, 3.370)
H (-3.038, -5.147, 2.343)
H (-2.572, -3.942, 0.609)
H (-3.345, -2.362, 1.290)
H (-1.932, -3.054, 2.030)

The LUMO energy comes out at 0.3 eV. Its maximum force is 5.6 eV/Å. Its energy above the lowest of the compared OMol25 structures with the same formula, charge and spin is 362.5 kJ/mol. The total charge is 0. As for the SMILES: FC(F)C(F)(F)COC(F)(F)C(F)F.FC(F)C(F)(F)COC(F)(F)C(F)F.ClC(Cl)Cl.ClC(Cl)Cl.CCCCCC.CCCCCC. The total energy comes out at -148210.7614 eV.